1 | Here is the molecule CH5N3O from the Open Molecules 2025 dataset. Energies are from wB97M-V/def2-TZVPD.

Geometry as ORCA input:
```
! wB97M-V def2-TZVPD RIJCOSX def2/J DEFGRID3
* xyz 0 1
O 1.961 -0.929 -0.017
N -0.483 -0.421 -0.295
N 1.716 0.469 -0.257
N -1.864 -0.109 -0.024
C 0.258 0.603 -0.052
H 2.354 1.064 0.194
H 0.915 -1.114 0.281
H -2.307 -0.455 -0.822
H -0.154 1.640 0.359
H -2.397 -0.747 0.632
*
```

Lowest unoccupied orbital energy: 0.0428 Eh
Highest occupied orbital energy: -0.333 Eh
Kohn-Sham gap: 10.226 eV

Results of the Mulliken charge analysis, in e, for atoms 1 through 6: number 1, O, carries -0.4282; number 2, N, carries -0.2850; number 3, N, carries -0.1459; number 4, N, carries -0.6024; number 5, C, carries 0.0127; number 6, H, carries 0.2475

2 | Here is a structure of composition CH5N3O from the Open Molecules 2025 dataset. Energies are from wB97M-V/def2-TZVPD.

Geometry as ORCA input:
```
! wB97M-V def2-TZVPD RIJCOSX def2/J DEFGRID3
* xyz 0 1
O -2.138 -0.078 -0.081
N -0.143 1.370 -0.014
N 1.285 -0.498 0.080
N -0.947 -0.800 -0.049
C 0.126 0.144 -0.061
H 1.445 -1.516 -0.579
H -0.940 -1.336 0.777
H 2.429 -0.016 -0.249
H -1.935 0.855 0.042
H 0.819 1.874 0.134
*
```

Lowest unoccupied orbital energy: 0.0115 Eh
Highest occupied orbital energy: -0.339 Eh
Kohn-Sham gap: 9.538 eV

Results of the Mulliken charge analysis, in e, for atoms 1 through 6: number 1, O, carries -0.4503; number 2, N, carries -0.6790; number 3, N, carries -0.6081; number 4, N, carries -0.2617; number 5, C, carries 0.4898; number 6, H, carries 0.3315

3 | Here is a cluster of 2 separate species, CH5N3O in total from the Open Molecules 2025 dataset. Energies are from wB97M-V/def2-TZVPD.

Geometry as ORCA input:
```
! wB97M-V def2-TZVPD RIJCOSX def2/J DEFGRID3
* xyz 0 1
O -1.325 -1.217 0.516
N -0.847 1.147 0.187
N -0.183 -1.465 -0.146
N 0.855 -0.892 0.409
C 0.403 1.067 -0.017
H -0.056 -1.730 -1.169
H 1.280 0.989 0.542
H 0.693 1.212 -1.138
H 0.725 -0.692 1.475
H -1.547 1.580 -0.658
*
```

Lowest unoccupied orbital energy (alpha / beta): -0.0135 / -0.0134 Eh
Highest occupied orbital energy (alpha / beta): -0.326 / -0.326 Eh
Kohn-Sham gap (alpha / beta): 8.510 / 8.512 eV

Results of the Mulliken charge analysis, in e, for atoms 1 through 6: number 1, O, carries -0.4238; number 2, N, carries -0.5347; number 3, N, carries 0.2593; number 4, N, carries -0.5129; number 5, C, carries -0.2820; number 6, H, carries 0.3054

Which structure is most stable, and how do the rest compare? From most to least stable: 2, 1, 3.

1 | Here is the molecule C8H13NO from the Open Molecules 2025 dataset. Energies are from wB97M-V/def2-TZVPD.

Geometry as ORCA input:
```
! wB97M-V def2-TZVPD RIJCOSX def2/J DEFGRID3
* xyz 0 1
O 2.308 1.558 1.262
N 2.175 1.457 -0.835
C -0.458 -0.225 -0.124
C 0.980 -0.351 0.423
C 1.709 0.969 0.319
C -1.199 0.913 0.609
C -2.563 1.133 0.123
C -1.216 -1.545 -0.001
C 1.796 -1.450 -0.267
C -3.686 1.330 -0.287
H -1.233 0.687 1.687
H 2.898 2.223 -0.257
H 1.519 -2.439 0.119
H 1.626 -1.452 -1.354
H -0.407 0.043 -1.192
H -1.286 -1.855 1.053
H -0.649 1.861 0.506
H 2.870 -1.303 -0.091
H 0.930 -0.561 1.502
H -0.724 -2.347 -0.566
H -4.707 1.441 -0.606
H -2.236 -1.442 -0.395
H 1.553 1.353 -1.627
*
```

Lowest unoccupied orbital energy: 0.0310 Eh
Highest occupied orbital energy: -0.356 Eh
Kohn-Sham gap: 10.528 eV

Results of the Mulliken charge analysis, in e, for atoms 1 through 6: number 1, O, carries -0.7520; number 2, N, carries -0.4944; number 3, C, carries 0.1171; number 4, C, carries 0.7106; number 5, C, carries 0.1140; number 6, C, carries -0.5138

2 | Here is the molecule C8H13NO from the Open Molecules 2025 dataset. Energies are from wB97M-V/def2-TZVPD.

Geometry as ORCA input:
```
! wB97M-V def2-TZVPD RIJCOSX def2/J DEFGRID3
* xyz 0 1
O -1.753 -1.883 -0.135
N 2.409 -0.014 0.889
C 0.712 1.398 0.098
C -1.792 0.797 -1.874
C 1.204 0.060 0.420
C 1.041 -2.506 0.617
C 0.445 -1.043 0.407
C -1.578 0.501 -0.285
C -1.041 -0.900 0.046
C -0.766 1.539 0.428
H 1.064 -3.194 -0.301
H 2.613 -0.917 1.248
H 0.354 -2.988 1.378
H -0.967 0.399 -2.499
H -1.168 2.583 0.181
H -2.596 0.523 0.139
H 1.149 2.066 0.856
H 3.033 0.782 1.071
H 0.898 1.565 -0.934
H -1.769 1.929 -1.946
H -2.748 0.478 -2.271
H -0.862 1.419 1.446
H 2.120 -2.596 1.021
*
```

Lowest unoccupied orbital energy: 0.0288 Eh
Highest occupied orbital energy: -0.294 Eh
Kohn-Sham gap: 8.785 eV

Results of the Mulliken charge analysis, in e, for atoms 1 through 6: number 1, O, carries -0.6729; number 2, N, carries -0.3630; number 3, C, carries -0.6920; number 4, C, carries -1.3209; number 5, C, carries 0.8954; number 6, C, carries -1.3278

Which structure is most stable, and how do the rest compare? From most to least stable: 2, 1.